Molecular formula: C20H30O15
Method: DFT, ωB97M-V with the def2-TZVPD basis set

Computed properties:
LUMO level in eV: 0.146
2S+1: 1
Structure (SMILES): C[C@H]1COC(=O)O1.C[C@H]1COC(=O)O1.C[C@H]1COC(=O)O1.C[C@H]1COC(=O)O1.C[C@H]1COC(=O)O1
Energy in Eh: -1908.485358
Energy relative to the best compared isomer or geometry (same formula, charge and spin) in kJ/mol: 792.89
Frontier orbital gap in eV: 10.5

Last columns: bonded neighbours and bond lengths (Å).
Atoms and positions in Å:
1 C -0.393 -4.839 3.430  O3 1.405, C19 1.477, H30 1.126, H50 1.114
2 H 0.270 -2.887 1.335  C16 1.008
3 O -0.699 -4.294 4.688  C1 1.405, C36 1.277
4 H 3.555 1.161 2.377  C59 1.013
5 O -2.251 1.832 -3.064  C14 1.368, C45 1.404
6 H 2.845 2.843 -4.447  C12 1.238
7 H 2.150 0.332 2.919  C59 1.135
8 O 3.337 -0.321 -2.902  C11 1.431, C24 1.317
9 C 2.369 0.746 0.672  H33 1.080, C43 1.627, O54 1.428, C59 1.544
10 H 2.683 -0.865 -5.842  C20 1.185
11 C 2.890 0.534 -3.959  O8 1.431, C12 1.547, H15 1.114, C20 1.555
12 C 3.393 1.981 -3.747  H6 1.238, C11 1.547, H39 1.149, H40 1.091
13 H -0.985 5.302 -1.621  C38 1.166
14 C -1.264 2.183 -3.944  O5 1.368, O57 1.203, O65 1.374
15 H 1.809 0.714 -4.157  C11 1.114
16 C -0.444 -3.572 1.140  H2 1.008, C19 1.544, H28 1.260, H46 0.990
17 H -2.010 2.036 -1.006  C45 0.985
18 O -3.570 0.276 0.777  C32 1.411, C42 1.274
19 C -1.092 -3.935 2.494  C1 1.477, C16 1.544, H27 1.084, O58 1.429
20 C 3.446 -0.232 -5.193  H10 1.185, C11 1.555, O34 1.453, H61 1.062
21 H -4.823 0.393 4.767  C26 1.162
22 H -0.172 4.255 -0.480  C38 0.916
23 O 4.753 -2.048 -2.499  C24 1.284
24 C 4.120 -1.293 -3.322  O8 1.317, O23 1.284, O34 1.399
25 H 3.054 -1.336 0.977  C43 0.946
26 C -4.434 -0.470 4.093  H21 1.162, C41 1.522, H53 0.983, H63 1.051
27 H -1.953 -4.515 2.182  C19 1.084
28 H -1.223 -2.877 0.434  C16 1.260
29 O -3.982 1.386 2.519  C41 1.389, C42 1.270
30 H 0.730 -4.755 3.458  C1 1.126
31 H 2.214 1.976 2.718  C59 1.114
32 C -3.177 -0.611 1.801  O18 1.411, C41 1.566, H56 1.036, H60 1.039
33 H 2.830 1.457 0.003  C9 1.080
34 O 4.257 -1.339 -4.714  C20 1.453, C24 1.399
35 O -1.684 -2.506 5.534  C36 1.219
36 C -1.311 -3.178 4.588  O3 1.277, O35 1.219, O58 1.293
37 H -2.801 3.333 -1.534  C45 1.176
38 C -0.279 4.407 -1.377  H13 1.166, H22 0.916, H48 1.165, C49 1.511
39 H 3.011 2.518 -2.806  C12 1.149
40 H 4.448 2.159 -3.962  C12 1.091
41 C -3.512 0.211 3.091  C26 1.522, O29 1.389, C32 1.566, H44 1.040
42 C -4.000 1.378 1.249  O18 1.274, O29 1.270, O55 1.234
43 C 2.773 -0.777 0.268  C9 1.627, H25 0.946, O47 1.430, H52 1.210
44 H -2.663 0.434 3.648  C41 1.040
45 C -2.016 2.521 -1.863  O5 1.404, H17 0.985, H37 1.176, C49 1.525
46 H -0.099 -4.387 0.697  C16 0.990
47 O 1.501 -1.166 -0.256  C43 1.430, C51 1.327
48 H 0.761 4.851 -1.656  C38 1.165
49 C -0.585 3.042 -1.948  C38 1.511, C45 1.525, H62 1.071, O65 1.376
50 H -0.568 -5.939 3.395  C1 1.114
51 C 0.635 -0.164 -0.179  O47 1.327, O54 1.230, O64 1.247
52 H 3.594 -0.397 -0.535  C43 1.210
53 H -4.056 -1.047 4.793  C26 0.983
54 O 1.011 0.919 0.266  C9 1.428, C51 1.230
55 O -4.353 2.296 0.503  C42 1.234
56 H -2.185 -0.910 1.803  C32 1.036
57 O -1.237 1.901 -5.113  C14 1.203
58 O -1.410 -2.833 3.346  C19 1.429, C36 1.293
59 C 2.568 1.074 2.168  H4 1.013, H7 1.135, C9 1.544, H31 1.114
60 H -3.812 -1.407 1.596  C32 1.039
61 H 4.036 0.339 -5.866  C20 1.062
62 H 0.203 2.387 -1.635  C49 1.071
63 H -5.314 -0.943 3.767  C26 1.051
64 O -0.536 -0.316 -0.581  C51 1.247
65 O -0.329 2.954 -3.297  C14 1.374, C49 1.376